Density functional theory data (the ωB97M-V functional and the def2-TZVPD basis) for 3 unconnected molecules or ions with the total composition C5H10N2O at a distorted geometry.

Bonds (Å) are listed after each position.
Atoms and positions in Å:
1 O 2.12822 1.38240 -0.11306  C4 1.264
2 N -0.55897 -1.35157 -0.03616  C6 1.549, C8 1.385
3 N 3.67591 -0.41948 -0.15423  C4 1.309, H16 1.035
4 C 3.08934 0.66535 0.28582  O1 1.264, N3 1.309, H14 1.134
5 C -3.41834 1.04353 0.06759  C7 1.333, H10 1.066, H18 1.094
6 C 0.97178 -1.14599 0.07777  N2 1.549, C8 1.489, H9 1.088, H17 1.111
7 C -2.86269 -0.16752 0.10215  C5 1.333, H11 1.085, H15 1.072
8 C -0.02492 -0.09443 -0.26628  N2 1.385, C6 1.489, H12 1.101, H13 1.087
9 H 1.20038 -1.41107 1.10804  C6 1.088
10 H -3.71142 1.47209 -0.86341  C5 1.066
11 H -2.56187 -0.66187 1.02027  C7 1.085
12 H -0.07439 0.70702 0.48683  C8 1.101
13 H 0.09263 0.27213 -1.28333  C8 1.087
14 H 3.50373 1.07334 1.25984  C4 1.134
15 H -2.72361 -0.79212 -0.75832  C7 1.072
16 H 3.42401 -0.46998 -1.15688  N3 1.035
17 H 1.40860 -1.75507 -0.74170  C6 1.111
18 H -3.55838 1.65325 0.96510  C5 1.094

E_LUMO, eV: -4.304
HOMO, eV: -8.58

Löwdin population analysis, charges in e, atoms 1 to 6: atom 1 (O): -0.075, atom 2 (N): 0.217, atom 3 (N): 0.068, atom 4 (C): -0.544, atom 5 (C): -0.048, atom 6 (C): -0.123

=====

Density functional theory data (the ωB97M-V functional and the def2-TZVPD basis) for C5H10N2O in the gas phase at a distorted geometry.

Bonds (Å) are listed after each position.
Atoms and positions in Å:
1 O -1.76030 0.46843 -1.55567  N3 1.522, C7 1.290
2 N 0.26765 1.45376 -1.56410  C5 1.439, C7 1.280
3 N -2.35667 1.54767 -2.44856  O1 1.522, H12 0.988, H15 1.083
4 C -0.41439 -2.09857 2.10228  C8 1.501, H9 1.126, H10 1.126, H13 1.160
5 C 1.62910 1.65281 -1.14182  N2 1.439, H11 1.064, H17 1.083, H18 1.054
6 C -0.37055 -0.53070 0.02042  C7 1.599, C8 1.338, H14 1.102
7 C -0.54838 0.57062 -1.12489  O1 1.290, N2 1.280, C6 1.599
8 C -0.36508 -0.81351 1.32839  C4 1.501, C6 1.338, H16 1.035
9 H -0.24612 -3.04535 1.51575  C4 1.126
10 H -1.45797 -2.46627 2.31197  C4 1.126
11 H 2.38175 1.37460 -1.84044  C5 1.064
12 H -1.62120 1.85450 -3.03225  N3 0.988
13 H 0.15528 -2.10173 3.11260  C4 1.160
14 H -0.24658 -1.47008 -0.54202  C6 1.102
15 H -3.02478 0.91445 -3.01948  N3 1.083
16 H -0.47668 0.02419 1.92566  C8 1.035
17 H 1.95170 0.96618 -0.36911  C5 1.083
18 H 1.79395 2.68761 -1.02961  C5 1.054

E_LUMO, eV: 1.002
Structure (SMILES): C/C=C/C(=N\C)ON
HOMO, eV: -9.13

Löwdin population analysis, charges in e, atoms 1 to 6: atom 1 (O): -0.083, atom 2 (N): 0.031, atom 3 (N): 0.114, atom 4 (C): -0.119, atom 5 (C): -0.130, atom 6 (C): 0.004

=====

Values for ΔE to the lowest compared entry with this formula, charge and spin, kcal/mol, ordered as above
218.5; 112.9